<i>
The following is a quantum chemistry calculation of a single C17H24N2O4S molecule, from the OMol25 dataset.

Atoms and positions in Å:
1 C -3.13 1.12 -1.95
2 O -3.76 1.88 -0.94
3 C -2.88 2.67 -0.19
4 C -2.45 3.96 -0.90
5 C -1.40 4.73 -0.09
6 N -0.20 3.94 0.07
7 C 0.05 3.27 1.22
8 O -0.47 3.56 2.28
9 C 0.99 2.11 1.08
10 C 0.81 1.09 1.91
11 C 1.53 -0.21 1.76
12 N 2.18 -0.32 0.47
13 S 1.08 -0.76 -0.74
14 O -0.19 -0.10 -0.60
15 O 1.76 -0.61 -1.99
16 C 0.88 -2.49 -0.37
17 C 1.98 -3.32 -0.47
18 C 1.84 -4.66 -0.17
19 C 0.61 -5.18 0.23
20 C 0.48 -6.64 0.54
21 C -0.48 -4.33 0.32
22 C -0.35 -2.98 0.02
23 C 2.93 0.87 0.13
24 C 1.99 2.07 -0.05
25 H -2.83 1.74 -2.80
26 H -3.86 0.39 -2.29
27 H -2.24 0.60 -1.56
28 H -3.42 2.92 0.73
29 H -1.99 2.08 0.08
30 H -3.33 4.60 -1.05
31 H -2.04 3.72 -1.88
32 H -1.15 5.67 -0.59
33 H -1.77 4.95 0.92
34 H 0.17 3.55 -0.79
35 H 0.08 1.17 2.71
36 H 2.29 -0.33 2.54
37 H 0.83 -1.04 1.85
38 H 2.92 -2.90 -0.78
39 H 2.70 -5.32 -0.24
40 H 1.32 -6.99 1.14
41 H -0.44 -6.85 1.07
42 H 0.48 -7.22 -0.39
43 H -1.44 -4.72 0.63
44 H -1.19 -2.31 0.08
45 H 3.64 1.06 0.94
46 H 3.46 0.67 -0.79
47 H 1.47 1.93 -1.00
48 H 2.55 3.00 -0.08

Calculated values
2S+1: 1
HOMO level (eV): -9.23
SMILES: COCCCNC(=O)C1=CCN(S(=O)(=O)c2ccc(C)cc2)CC1
Kohn-Sham gap (eV): 9.8

Results of the Löwdin charge analysis, in e, for atoms 1 through 4:
1 C -0.105
2 O -0.185
3 C -0.224
4 C -0.146



<ii>
The following is a quantum chemistry calculation of 2 unconnected molecules or ions with the total composition C17H24N2O4S, from the OMol25 dataset.

Atoms and positions in Å:
1 C -3.56 0.60 -0.89
2 C -2.24 1.01 -0.01
3 C -0.85 0.60 -0.71
4 C -0.42 -0.96 -0.45
5 N 0.70 -1.21 -1.47
6 C 0.20 -1.49 -2.64
7 O -0.26 -1.65 -3.80
8 O -1.57 -1.83 -0.63
9 S -1.26 -3.42 -0.20
10 O -2.27 -3.85 0.86
11 O -1.44 -4.36 -1.38
12 C 0.43 -3.74 0.49
13 C 1.22 -2.43 1.03
14 C 0.27 -1.12 1.03
15 N -0.77 -1.10 2.09
16 C -0.26 -1.15 3.32
17 C 0.83 -0.16 3.95
18 C -0.79 -2.39 4.25
19 H -4.08 -0.34 -0.45
20 H -4.32 1.47 -0.79
21 H -3.34 0.48 -2.01
22 H -2.26 2.18 0.01
23 H -2.36 0.67 1.07
24 H -0.94 0.86 -1.83
25 H 0.00 1.28 -0.30
26 H 1.11 -4.28 -0.28
27 H 0.33 -4.48 1.37
28 H 1.63 -2.70 2.08
29 H 2.16 -2.32 0.36
30 H 0.95 -0.18 1.18
31 H 0.53 0.29 4.97
32 H 1.80 -0.76 4.14
33 H 1.11 0.71 3.27
34 H -1.82 -2.19 4.71
35 H -0.95 -3.27 3.50
36 H 0.01 -2.74 4.99
37 C 1.65 2.37 -3.06
38 C 1.41 3.48 -3.88
39 C 1.64 4.76 -3.40
40 C 2.10 4.95 -2.09
41 C 2.33 3.85 -1.28
42 C 2.11 2.56 -1.76
43 H 1.48 1.37 -3.44
44 H 1.05 3.33 -4.89
45 H 1.45 5.62 -4.03
46 H 2.28 5.95 -1.72
47 H 2.68 3.99 -0.26
48 H 2.29 1.70 -1.12

Calculated values
2S+1: 1
HOMO level (eV): -8.89
SMILES: CCC[C@]1(N=C=O)OS(=O)(=O)CC[C@@H]1N=C(C)C.c1ccccc1
Kohn-Sham gap (eV): 8.9

Results of the Löwdin charge analysis, in e, for atoms 1 through 4:
1 C -0.124
2 C -0.228
3 C -0.108
4 C -0.409



It is <i> that is most stable; the runner-up trails by 0.2191 hartree.



<i>
The following is a quantum chemistry calculation of a single C4H8O4 molecule, from the OMol25 dataset.

Atoms and positions in Å:
1 C 1.07 1.26 -0.42
2 C 0.39 0.14 0.31
3 C 0.77 -1.23 -0.11
4 O -0.48 -1.76 -0.85
5 O -0.59 -1.29 -2.22
6 C -0.67 0.31 1.13
7 O -1.13 -0.71 1.91
8 O -1.23 1.52 1.41
9 H 0.97 2.22 0.09
10 H 2.14 1.07 -0.50
11 H 0.66 1.37 -1.43
12 H 1.64 -1.26 -0.78
13 H 0.89 -1.91 0.73
14 H -1.52 -1.54 -2.34
15 H -1.89 -0.33 2.39
16 H -1.02 2.13 0.69

Calculated values
2S+1: 1
HOMO level (eV): -8.04
SMILES: CC(COO)=C(O)O
Kohn-Sham gap (eV): 8.6

Results of the Löwdin charge analysis, in e, for atoms 1 through 4:
1 C -0.057
2 C -0.244
3 C -0.081
4 O -0.186



<ii>
The following is a quantum chemistry calculation of a single C4H8O4 molecule, from the OMol25 dataset.

Atoms and positions in Å:
1 C -2.74 1.61 -0.13
2 O -1.58 1.02 0.57
3 C -1.03 0.06 -0.17
4 O -1.51 -0.65 -1.05
5 O 0.25 -0.05 0.31
6 C 1.04 -1.04 -0.37
7 C 2.35 -1.13 0.52
8 O 3.14 0.05 0.35
9 H -2.52 1.51 -1.31
10 H -2.87 2.67 0.39
11 H -3.70 1.02 0.14
12 H 1.27 -0.73 -1.43
13 H 0.32 -1.94 -0.47
14 H 3.10 -1.92 0.23
15 H 2.02 -1.39 1.60
16 H 2.25 0.73 0.34

Calculated values
2S+1: 1
HOMO level (eV): -10.42
SMILES: COC(=O)OCCO
Kohn-Sham gap (eV): 11.1

Results of the Löwdin charge analysis, in e, for atoms 1 through 4:
1 C -0.031
2 O -0.028
3 C -0.576
4 O 0.104



It is <ii> that is most stable; the runner-up trails by 0.0797 hartree.



<i>
The following is a quantum chemistry calculation of a molecular structure, C4H8O4, from the OMol25 dataset.

Atoms and positions in Å:
1 C -0.86 0.50 0.01
2 C 0.06 -0.69 -0.13
3 C -2.41 0.38 0.07
4 C 1.94 -0.23 0.50
5 O -0.36 0.06 -1.24
6 O -0.46 1.73 0.44
7 O -0.28 -1.97 0.02
8 O 2.65 0.48 -0.46
9 H -2.61 -0.51 -0.38
10 H -2.85 1.20 -0.45
11 H -2.60 0.34 1.11
12 H 2.44 -1.14 0.79
13 H 1.72 0.54 1.13
14 H 0.53 1.78 0.52
15 H 0.27 -2.37 -0.75
16 H 2.80 -0.10 -1.18

Calculated values
2S+1: 1
HOMO level (eV): -8.97
Kohn-Sham gap (eV): 9.4

Results of the Löwdin charge analysis, in e, for atoms 1 through 4:
1 C -0.501
2 C -0.353
3 C 0.055
4 C -0.057



<ii>
The following is a quantum chemistry calculation of 2 unconnected molecules or ions with the total composition C4H8O4, from the OMol25 dataset.

Atoms and positions in Å:
1 C -2.18 -0.11 0.12
2 C -1.53 1.31 0.32
3 O -1.32 1.86 1.38
4 O -1.30 1.85 -0.92
5 H -1.46 -0.87 -0.22
6 H -3.01 -0.06 -0.60
7 H -2.58 -0.43 1.10
8 H -1.14 2.83 -0.89
9 C 2.07 -0.80 -1.00
10 C 1.58 -1.05 0.45
11 O 0.85 -2.00 0.72
12 O 1.98 -0.10 1.36
13 H 1.22 -0.25 -1.46
14 H 2.26 -1.71 -1.60
15 H 2.96 -0.16 -1.03
16 H 1.59 -0.30 2.25

Calculated values
2S+1: 1
HOMO level (eV): -10.60
SMILES: CC(=O)O.CC(=O)O
Kohn-Sham gap (eV): 11.2

Results of the Löwdin charge analysis, in e, for atoms 1 through 4:
1 C 0.013
2 C -0.520
3 O 0.074
4 O 0.049



It is <ii> that is most stable; the runner-up trails by 0.1545 hartree.



<i>
The following is a quantum chemistry calculation of 2 unconnected molecules or ions with the total composition C4H8O4, from the OMol25 dataset.

Atoms and positions in Å:
1 C -1.95 0.94 -0.57
2 C -1.19 -0.15 -0.55
3 O -1.07 -1.04 -1.56
4 O -0.71 -0.90 0.79
5 O -1.26 -0.23 1.93
6 H -2.61 1.15 -1.40
7 H -1.83 1.69 0.21
8 H -1.95 -1.39 -1.79
9 H -0.45 -0.07 2.44
10 C 2.23 -0.44 -0.23
11 C 1.36 0.50 0.54
12 O 1.66 1.12 1.54
13 H 1.74 -1.40 -0.38
14 H 2.44 0.01 -1.20
15 H 3.16 -0.63 0.31
16 H 0.42 0.83 -0.08

Calculated values
2S+1: 1
HOMO level (eV): -9.23
SMILES: C=C(O)OO.CC=O
Kohn-Sham gap (eV): 9.6

Results of the Löwdin charge analysis, in e, for atoms 1 through 4:
1 C 0.080
2 C -0.378
3 O 0.060
4 O -0.133



<ii>
The following is a quantum chemistry calculation of a single C4H8O4 molecule, from the OMol25 dataset.

Atoms and positions in Å:
1 C 0.98 -0.78 1.35
2 C -0.38 -0.23 1.04
3 C -1.13 -0.28 -0.22
4 O -0.92 -1.24 -1.37
5 O 0.49 -1.36 -1.65
6 C -0.42 1.01 -0.23
7 O -1.10 2.15 0.05
8 O 0.63 1.19 -1.07
9 H 0.91 -1.50 2.17
10 H 1.45 -1.31 0.52
11 H 1.67 0.02 1.61
12 H -1.02 -0.13 1.90
13 H -2.21 -0.20 -0.15
14 H 0.60 -0.86 -2.47
15 H -1.00 2.80 -0.66
16 H 1.44 0.71 -0.82

Calculated values
2S+1: 1
HOMO level (eV): -8.24
SMILES: C[C@@H]1[C@H](OO)C1(O)O
Kohn-Sham gap (eV): 8.8

Results of the Löwdin charge analysis, in e, for atoms 1 through 4:
1 C -0.077
2 C -0.103
3 C -0.191
4 O -0.088



It is <ii> that is most stable; the runner-up trails by 0.0080 hartree.



<i>
The following is a quantum chemistry calculation of a single C6H6OS molecule, from the OMol25 dataset.

Atoms and positions in Å:
1 O 1.73 1.55 0.19
2 C 1.08 0.53 0.22
3 S 1.61 -1.10 -0.37
4 C -0.36 0.51 0.69
5 C -1.09 -0.82 0.90
6 C -2.14 -0.87 0.05
7 C -2.10 0.33 -0.80
8 C -1.14 1.20 -0.38
9 H 2.82 -0.66 -0.74
10 H -0.39 1.13 1.62
11 H -0.93 -1.50 1.73
12 H -2.92 -1.61 -0.02
13 H -2.85 0.48 -1.59
14 H -0.91 2.18 -0.74

Calculated values
2S+1: 1
HOMO level (eV): -8.99
SMILES: O=C(S)C1C=CC=C1
Kohn-Sham gap (eV): 9.5

Results of the Löwdin charge analysis, in e, for atoms 1 through 4:
1 O 0.033
2 C -0.726
3 S 0.834
4 C -0.335



<ii>
The following is a quantum chemistry calculation of a single C6H6OS molecule, from the OMol25 dataset.

Atoms and positions in Å:
1 S 2.88 -0.78 -0.24
2 C 2.26 0.62 0.30
3 C 0.91 1.09 0.23
4 C -0.33 0.36 -0.05
5 C -0.57 -1.04 0.23
6 C -1.91 -1.37 0.14
7 O -2.59 -0.12 -0.16
8 C -1.64 0.82 -0.33
9 H 1.62 -1.27 -0.58
10 H 3.13 1.37 0.44
11 H 1.01 2.33 -0.14
12 H 0.17 -1.82 0.51
13 H -2.77 -1.99 0.18
14 H -2.17 1.81 -0.54

Calculated values
2S+1: 1
HOMO level (eV): -7.53
SMILES: S/C=C\c1ccoc1
Kohn-Sham gap (eV): 8.1

Results of the Löwdin charge analysis, in e, for atoms 1 through 4:
1 S 0.797
2 C -0.659
3 C -0.155
4 C -0.249



<iii>
The following is a quantum chemistry calculation of a single C6H6OS molecule, from the OMol25 dataset.

Atoms and positions in Å:
1 O 0.72 2.40 -0.14
2 C 1.14 1.34 0.39
3 C 0.60 0.00 -0.03
4 S 2.01 -1.16 -0.47
5 C -0.43 -0.68 1.00
6 C -1.69 -0.72 0.40
7 C -1.56 -0.15 -0.93
8 C -0.28 0.05 -1.31
9 H 1.89 1.41 1.25
10 H 2.63 -0.91 0.82
11 H -0.22 -1.08 1.97
12 H -2.56 -1.20 0.91
13 H -2.40 0.08 -1.67
14 H 0.13 0.63 -2.19

Calculated values
2S+1: 1
HOMO level (eV): -8.95
SMILES: O=CC1(S)C=CC=C1
Kohn-Sham gap (eV): 9.0

Results of the Löwdin charge analysis, in e, for atoms 1 through 4:
1 O 0.023
2 C -0.233
3 C -0.723
4 S 0.738



It is <i> that is most stable; the runner-up trails by 0.0536 hartree.